Formula: C27H36IIrN2O4P2
Source: the OMol25 dataset
Level of theory: ωB97M-V with the def2-TZVPD basis set

Values from the calculation:
- lowest unoccupied orbital energy (eV) = -5.21
- HOMO (eV) = -12.642
- max |F| (eV/A) = 0.90
- charge = +2
- energy above the lowest of the compared OMol25 structures with the same formula, charge and spin (kcal/mol) = 0.0
- 2S+1 = 1

CARTESIAN COORDINATES (ANGSTROEM)
Ir (0.081, -0.436, -0.264)
C (-3.176, -1.592, 0.034)
P (-2.156, -0.114, -0.132)
C (-2.627, 0.970, 1.231)
C (-2.712, 0.725, -1.636)
C (-4.048, 1.040, -1.866)
C (-4.409, 1.712, -3.022)
C (-3.443, 2.074, -3.952)
C (-2.111, 1.756, -3.735)
C (-1.742, 1.078, -2.576)
P (-0.025, 0.566, -2.285)
C (0.974, 2.050, -2.534)
C (0.375, -0.501, -3.693)
H (-4.205, -1.292, 0.237)
H (-2.802, -2.197, 0.860)
H (-3.150, -2.169, -0.889)
H (-3.698, 1.165, 1.171)
H (-2.082, 1.910, 1.166)
H (-2.404, 0.476, 2.175)
H (-4.811, 0.768, -1.147)
H (-5.448, 1.956, -3.201)
H (-3.730, 2.604, -4.850)
H (-1.371, 2.042, -4.473)
H (0.799, 2.434, -3.539)
H (2.033, 1.820, -2.431)
H (0.700, 2.800, -1.794)
H (0.276, 0.071, -4.616)
H (-0.309, -1.348, -3.730)
H (1.399, -0.868, -3.617)
C (-0.626, -4.647, -3.523)
C (-0.120, -4.682, -2.077)
C (-0.043, -3.348, -1.493)
N (0.002, -2.298, -1.043)
H (-0.725, -5.667, -3.886)
H (0.074, -4.123, -4.173)
H (-1.601, -4.168, -3.589)
H (0.878, -5.122, -2.015)
H (-0.777, -5.276, -1.439)
C (4.633, -0.432, -0.165)
C (3.284, -0.050, -0.719)
O (2.229, -0.771, -0.022)
H (5.419, 0.059, -0.739)
H (4.789, -1.509, -0.221)
H (4.735, -0.111, 0.873)
H (3.184, -0.338, -1.765)
H (3.095, 1.020, -0.619)
H (2.343, -0.610, 0.933)
O (-0.537, -1.648, 1.562)
N (0.271, -2.051, 2.549)
C (0.230, -1.427, 3.734)
C (1.013, -1.869, 4.780)
C (1.845, -2.961, 4.599)
C (1.863, -3.596, 3.365)
C (1.060, -3.124, 2.353)
H (-0.441, -0.589, 3.789)
H (0.954, -1.355, 5.728)
H (2.464, -3.320, 5.410)
H (2.482, -4.462, 3.184)
H (0.995, -3.559, 1.368)
I (0.752, 7.274, 4.314)
C (0.776, 5.408, 3.400)
C (0.224, 5.254, 2.132)
C (0.232, 4.009, 1.530)
C (0.789, 2.914, 2.189)
C (1.347, 3.080, 3.454)
C (1.344, 4.323, 4.060)
C (0.770, 1.565, 1.586)
O (1.163, 0.554, 2.173)
O (0.276, 1.483, 0.371)
H (-0.207, 6.104, 1.622)
H (-0.194, 3.884, 0.544)
H (1.791, 2.229, 3.953)
H (1.781, 4.453, 5.040)

---

Formula: C27H36O4
Source: the OMol25 dataset
Level of theory: ωB97M-V with the def2-TZVPD basis set

Values from the calculation:
- lowest unoccupied orbital energy (eV) = -1.94
- HOMO (eV) = -8.493
- max |F| (eV/A) = 8.21
- 2S+1 = 1

CARTESIAN COORDINATES (ANGSTROEM)
O (0.146, -2.598, -1.185)
C (0.206, -1.949, -0.019)
C (-0.322, -2.637, 1.371)
C (-0.274, -1.862, 2.641)
C (0.332, -0.309, 2.775)
O (0.334, 0.187, 4.031)
C (0.856, 0.482, 1.436)
C (1.437, 2.051, 1.429)
C (1.527, 2.940, 2.827)
C (1.585, 4.559, 2.593)
C (3.044, 5.163, 2.168)
C (4.343, 4.343, 2.733)
C (4.868, 2.869, 2.245)
C (6.232, 2.156, 2.875)
C (7.164, 2.900, 4.010)
C (6.653, 4.400, 4.531)
C (5.277, 5.092, 3.901)
C (1.885, 2.627, -0.047)
C (1.782, 1.769, -1.469)
C (1.231, 0.226, -1.458)
C (0.784, -0.391, 0.010)
H (-0.729, -3.752, 1.287)
H (-0.703, -2.403, 3.610)
H (2.371, 2.548, 3.550)
H (0.501, 2.720, 3.397)
H (1.189, 5.126, 3.538)
H (0.830, 4.797, 1.699)
H (3.105, 6.256, 2.646)
H (3.201, 5.324, 1.011)
H (4.257, 2.282, 1.416)
H (6.566, 1.073, 2.502)
H (8.144, 2.392, 4.418)
H (7.335, 4.915, 5.333)
H (5.028, 6.180, 4.317)
H (2.282, 3.736, -0.163)
H (2.119, 2.251, -2.501)
H (1.137, -0.440, -2.435)
C (-2.561, -2.529, -6.456)
C (-1.423, -1.537, -6.293)
O (-1.178, -1.176, -4.936)
C (-0.788, -2.229, -4.058)
C (0.516, -2.897, -4.459)
H (-3.460, -2.174, -5.946)
H (-2.789, -2.677, -7.516)
H (-2.305, -3.503, -6.029)
H (-1.690, -0.610, -6.815)
H (-0.505, -1.903, -6.761)
H (-1.596, -2.963, -3.961)
H (-0.660, -1.776, -3.070)
H (0.411, -3.445, -5.399)
H (0.835, -3.606, -3.689)
H (1.304, -2.152, -4.600)
C (-6.969, -3.247, 1.300)
C (-5.961, -2.159, 1.623)
O (-4.611, -2.616, 1.613)
C (-4.121, -3.122, 0.373)
C (-4.125, -2.092, -0.742)
H (-6.815, -4.120, 1.940)
H (-7.989, -2.878, 1.442)
H (-6.875, -3.581, 0.262)
H (-6.155, -1.794, 2.640)
H (-6.077, -1.298, 0.958)
H (-4.674, -4.022, 0.084)
H (-3.088, -3.437, 0.555)
H (-5.144, -1.814, -1.026)
H (-3.624, -2.488, -1.631)
H (-3.613, -1.178, -0.427)

---

Formula: C27H37BN9O4P2S4Ti
Source: the OMol25 dataset
Level of theory: ωB97M-V with the def2-TZVPD basis set

Values from the calculation:
- lowest unoccupied orbital energy (alpha / beta) (eV) = 4.10 / 3.94
- HOMO (alpha / beta) (eV) = 0.668 / -1.901
- max |F| (eV/A) = 2.81
- charge = -2
- energy above the lowest of the compared OMol25 structures with the same formula, charge and spin (kcal/mol) = 33.9
- 2S+1 = 4

CARTESIAN COORDINATES (ANGSTROEM)
Ti (-0.250, 0.040, -0.172)
C (-0.813, -1.262, -5.450)
N (-0.073, -0.961, -4.256)
C (1.291, -0.974, -4.097)
C (1.527, -0.659, -2.795)
N (0.344, -0.453, -2.152)
C (-0.627, -0.667, -3.044)
P (-2.394, -0.089, -2.819)
C (-1.791, 1.495, -2.231)
N (-0.713, 1.710, -1.444)
C (-0.649, 3.055, -1.236)
C (-1.684, 3.676, -1.861)
N (-2.418, 2.692, -2.487)
C (-3.654, 2.836, -3.192)
C (-2.567, -1.234, -1.375)
N (-1.665, -1.341, -0.386)
C (-2.236, -2.090, 0.602)
C (-3.502, -2.422, 0.240)
N (-3.714, -1.880, -1.000)
C (-4.941, -1.853, -1.748)
H (-0.119, -1.396, -6.280)
H (-1.500, -0.441, -5.674)
H (-1.401, -2.174, -5.323)
H (1.952, -1.224, -4.909)
H (2.467, -0.545, -2.281)
H (0.150, 3.495, -0.667)
H (-1.980, 4.709, -1.899)
H (-3.924, 3.890, -3.230)
H (-4.441, 2.276, -2.676)
H (-3.562, 2.445, -4.213)
H (-1.699, -2.341, 1.502)
H (-4.258, -2.993, 0.749)
H (-5.604, -2.647, -1.407)
H (-4.718, -1.991, -2.807)
H (-5.432, -0.884, -1.615)
O (-0.892, 0.513, 4.082)
C (-0.077, -0.464, 4.515)
C (-0.092, -0.737, 5.882)
C (0.650, -1.774, 6.420)
C (1.421, -2.568, 5.578)
C (1.460, -2.300, 4.224)
C (0.737, -1.240, 3.659)
C (0.739, -1.049, 2.210)
O (0.134, -0.026, 1.645)
N (1.268, -1.996, 1.471)
N (0.918, -1.900, 0.171)
C (1.443, -2.794, -0.646)
S (0.450, -3.592, -1.887)
C (1.911, -4.357, -2.738)
C (3.191, -4.006, -2.000)
S (2.807, -3.856, -0.207)
H (-0.725, 0.688, 3.132)
H (-0.725, -0.121, 6.507)
H (0.619, -1.975, 7.485)
H (1.978, -3.408, 5.976)
H (2.036, -2.919, 3.552)
H (1.918, -3.998, -3.769)
H (1.734, -5.432, -2.724)
H (3.589, -3.047, -2.331)
H (3.953, -4.777, -2.122)
C (2.319, 5.644, 0.732)
C (3.185, 4.425, 0.435)
O (3.154, 3.456, 1.463)
P (1.955, 2.291, 1.527)
S (2.190, 1.368, -0.255)
S (0.365, 3.190, 2.242)
O (2.679, 1.420, 2.678)
C (4.008, 0.953, 2.456)
C (4.241, -0.342, 3.210)
H (2.389, 6.358, -0.092)
H (2.647, 6.120, 1.657)
H (1.284, 5.338, 0.865)
H (4.235, 4.727, 0.347)
H (2.882, 3.964, -0.513)
H (4.701, 1.732, 2.792)
H (4.157, 0.797, 1.384)
H (3.909, -0.241, 4.243)
H (5.306, -0.581, 3.189)
H (3.678, -1.150, 2.748)
B (-4.702, 1.395, 0.358)
C (-3.159, 1.175, 0.541)
N (-2.025, 0.986, 0.663)
H (-4.988, 2.539, 0.636)
H (-4.960, 1.175, -0.819)
H (-5.297, 0.602, 1.061)